Entry 1:
Here is 9 unconnected molecules or ions with the total composition C28H52F2N2O20S5 from the Open Molecules 2025 dataset. Energies are from the ωB97M-V functional and the def2-TZVPD basis.

ORCA input file:
```
! wB97M-V def2-TZVPD RIJCOSX def2/J DEFGRID3
* xyz -1 2
C 15.27776 4.31416 2.75024
N 15.39761 5.27897 1.67306
O 14.35777 5.61493 1.21667
O 16.55378 5.59071 1.36153
H 15.18335 4.96264 3.62125
H 16.17877 3.70967 2.64591
H 14.38633 3.72461 2.53606
C 17.17547 -2.72557 -2.83597
N 18.37504 -2.13598 -2.18480
O 18.34871 -0.94162 -2.11336
O 19.26415 -2.83858 -1.82781
H 17.17156 -2.30115 -3.83994
H 16.29331 -2.46201 -2.25251
H 17.27708 -3.79815 -3.00135
C 15.64075 -6.43165 -0.35149
C 17.23406 -6.47275 -0.30452
C 17.88326 -5.35377 0.50206
S 16.48198 -4.25800 0.96627
O 16.81040 -2.85667 0.58144
O 16.17902 -4.44874 2.36666
C 15.21094 -4.97244 -0.13975
H 15.16076 -7.01827 0.43183
H 15.32050 -6.86368 -1.29959
H 17.69188 -6.57818 -1.28808
H 17.47309 -7.43057 0.15757
H 18.57201 -4.70754 -0.04210
H 18.33154 -5.55571 1.47488
H 15.35066 -4.52110 -1.12202
H 14.18018 -4.70923 0.09767
C 20.15979 3.07639 -0.54096
C 20.01427 4.44015 -1.28060
C 18.48745 4.82058 -1.33495
S 17.54762 3.26371 -1.38045
O 16.95696 3.03938 -2.70823
O 16.62942 3.16477 -0.25016
C 19.09060 2.14273 -1.19171
H 19.95050 3.32469 0.49954
H 21.17002 2.67067 -0.59504
H 20.33133 4.13670 -2.27834
H 20.64749 5.28873 -1.02169
H 18.23254 5.28878 -2.28570
H 18.01097 5.47010 -0.60066
H 19.28357 1.98518 -2.25286
H 18.82106 1.23615 -0.64991
C 9.49285 1.08607 2.47320
C 9.54595 1.65224 1.12498
C 8.17203 2.33792 0.77152
S 7.43363 2.87063 2.34762
O 6.09479 2.27097 2.54472
O 7.66902 4.31557 2.51302
C 8.74295 2.01069 3.42689
H 10.48120 0.87394 2.88098
H 9.05768 0.08672 2.47789
H 9.82838 0.89509 0.39350
H 10.29733 2.43948 1.06351
H 7.53382 1.46999 0.60574
H 8.03358 2.94727 -0.12159
H 8.21885 1.58453 4.28235
H 9.40509 2.78245 3.81939
C 12.05651 -1.57599 3.23940
C 10.77419 -2.42608 2.97123
C 11.00195 -3.73823 3.77907
S 12.75836 -4.22851 3.42750
O 12.83580 -4.94134 2.15206
O 13.35030 -4.80442 4.63635
C 13.37902 -2.52029 3.16129
H 11.84518 -1.25161 4.25833
H 11.99821 -0.69338 2.60247
H 10.66186 -2.75835 1.93920
H 9.87156 -1.85486 3.18822
H 10.29542 -4.47999 3.40664
H 10.97307 -3.71794 4.86850
H 14.28486 -2.54462 2.55552
H 13.79223 -2.40258 4.16305
C 10.35938 -1.66329 -1.12474
C 11.03329 -2.06058 -2.46871
C 9.98431 -2.62581 -3.42187
S 8.49992 -1.39402 -3.22506
O 7.22164 -2.06048 -3.25303
O 8.73592 -0.11717 -3.96383
C 8.99546 -1.02219 -1.49909
H 11.07882 -0.99744 -0.64813
H 10.07280 -2.49151 -0.47666
H 11.87283 -2.74667 -2.35653
H 11.35531 -1.18821 -3.03737
H 9.70120 -3.51697 -2.86171
H 10.19110 -2.89320 -4.45813
H 8.23687 -1.52709 -0.90100
H 8.77698 0.04559 -1.51373
C 13.33330 1.53261 -0.93476
C 13.91970 1.42229 0.43708
O 14.40075 0.13888 0.52976
C 14.09350 -0.56856 -0.47956
O 14.37579 -1.76116 -0.66575
O 13.53027 0.23731 -1.38512
F 12.91671 1.63047 1.26930
H 13.97431 2.18391 -1.52892
H 12.32210 1.93603 -0.88151
H 14.70665 2.12056 0.72212
C 10.37229 4.77369 -5.58818
C 9.76925 4.01617 -4.44391
O 10.87171 3.72060 -3.56638
C 12.01027 4.03115 -4.19859
O 13.05841 3.86235 -3.68808
O 11.74674 4.59908 -5.38558
F 9.26864 2.87781 -4.96196
H 10.04813 5.80517 -5.45012
H 10.25811 4.39427 -6.60361
H 8.96581 4.49613 -3.88514
*
```

<S²>: 0.75
Gap between HOMO and LUMO (alpha / beta), eV: 1.725 / 6.079

Atom charges from the Löwdin analysis, given in e for atoms 1 to 5:
1. C -0.06
2. N -0.67
3. O -0.15
4. O -0.19
5. H 0.07

---

Entry 2:
Here is 5 unconnected molecules or ions with the total composition C28H52F6INO6 from the Open Molecules 2025 dataset. Energies are from the ωB97M-V functional and the def2-TZVPD basis.

ORCA input file:
```
! wB97M-V def2-TZVPD RIJCOSX def2/J DEFGRID3
* xyz 0 1
C -2.21809 1.21154 1.76076
C -2.95343 0.16701 0.91543
C -3.21479 -1.11130 1.75123
C -2.28990 -0.10117 -0.45214
C -0.75830 -0.29133 -0.47966
C -0.28704 -1.75811 -0.67765
N 0.81026 -2.06815 0.24895
C 0.39958 -2.35632 1.62273
C 0.28549 -3.84808 1.92933
O -0.73930 -4.49507 1.21552
C 0.10273 -4.03619 3.43968
F -0.72505 -3.10055 3.96457
F -0.40417 -5.22744 3.77279
F 1.28984 -3.91419 4.07570
C 0.24979 -1.91924 -2.09968
I 0.64112 -4.00841 -2.56492
O -0.68334 -1.39721 -2.98656
C -0.22996 -1.11728 -4.28321
C -1.05528 -1.85264 -5.35609
F -1.55469 -0.96708 -6.25513
F -0.30622 -2.72177 -6.05841
F -2.09286 -2.52458 -4.85085
H -2.00455 2.12352 1.19576
H -2.81087 1.45454 2.64985
H -1.26382 0.81425 2.12902
H -3.93898 0.59223 0.68016
H -2.49659 -1.20170 2.57449
H -4.20836 -1.08893 2.20566
H -3.13756 -2.01734 1.13844
H -2.76027 -0.99374 -0.88636
H -2.54999 0.72424 -1.12216
H -0.37841 0.29236 -1.32565
H -0.25057 0.09769 0.40392
H -1.13854 -2.44191 -0.55202
H 1.36139 -2.83832 -0.11482
H -0.55068 -1.85202 1.81172
H 1.12545 -1.89165 2.29790
H 1.23239 -4.32758 1.65929
H -1.53061 -3.94148 1.23278
H 1.20890 -1.38990 -2.17351
H 0.81911 -1.38962 -4.43667
H -0.32916 -0.04294 -4.47910
C 4.88758 -0.20357 3.34696
C 4.77774 1.31443 3.22865
C 3.50120 1.46559 2.41179
O 2.66602 0.36085 2.76397
C 3.42659 -0.60280 3.49641
H 5.50134 -0.53714 4.18234
H 5.30218 -0.62376 2.42807
H 4.65043 1.76166 4.21674
H 5.63874 1.78011 2.75153
H 3.70768 1.42556 1.33672
H 2.96526 2.39088 2.62648
H 3.11041 -0.57393 4.54543
H 3.21843 -1.59861 3.10071
C 0.67258 4.12822 -6.63299
C 0.08151 3.04023 -7.52735
C 0.68602 1.78177 -6.92015
O 0.84366 2.05123 -5.52247
C 0.65857 3.44609 -5.27209
H 0.10627 5.05848 -6.64104
H 1.69809 4.34948 -6.93556
H -1.00672 3.02208 -7.43194
H 0.32864 3.15698 -8.58111
H 1.66846 1.56376 -7.35146
H 0.05194 0.90270 -7.04071
H -0.30243 3.59083 -4.76757
H 1.45165 3.79284 -4.60876
C 1.94246 -2.71392 7.65127
C 0.65274 -2.36341 6.91449
C 0.13526 -1.19500 7.74250
O 1.29072 -0.52509 8.25298
C 2.44928 -1.33368 8.04835
H 2.65697 -3.26534 7.04131
H 1.72167 -3.30806 8.54079
H 0.87863 -2.03428 5.89989
H -0.05803 -3.18613 6.85644
H -0.47427 -1.54181 8.58414
H -0.45347 -0.48589 7.15931
H 3.05566 -0.89094 7.24925
H 3.04030 -1.34016 8.96509
C -2.71900 4.49254 -3.71541
C -2.85828 3.36061 -4.73186
C -2.64219 2.13351 -3.85625
O -3.14175 2.47742 -2.56097
C -3.38181 3.88373 -2.48704
H -3.18927 5.42369 -4.02796
H -1.66411 4.69282 -3.51417
H -3.86573 3.35367 -5.15289
H -2.14632 3.41804 -5.55474
H -1.57622 1.88779 -3.77240
H -3.17215 1.25056 -4.21543
H -4.46269 4.05968 -2.49214
H -2.97493 4.26159 -1.54825
*
```

Gap between HOMO and LUMO, eV: 9.582

Atom charges from the Löwdin analysis, given in e for atoms 1 to 5:
1. C -0.08
2. C -0.41
3. C -0.07
4. C -0.15
5. C -0.11

---

Entry 3:
Here is a molecular structure, C28H52N2O2P2ReSe from the Open Molecules 2025 dataset. Energies are from the ωB97M-V functional and the def2-TZVPD basis.

ORCA input file:
```
! wB97M-V def2-TZVPD RIJCOSX def2/J DEFGRID3
* xyz 4 4
Re 0.36976 -0.21020 -0.81576
C -0.45983 0.33035 -2.54111
O -0.96326 0.62803 -3.55837
C 1.20312 -1.04049 0.74604
O 1.60727 -1.52295 1.74278
P -0.48204 -2.46451 -1.40239
C 0.68482 -3.30999 -2.61987
H 0.27076 -4.31721 -2.77021
C -0.49742 -3.72006 -0.00135
H 0.47444 -3.52605 0.48348
C -2.09893 -2.64376 -2.36622
H -1.93407 -1.92334 -3.18475
C 0.36144 3.45681 -0.97797
P 1.25995 1.86616 -0.53833
H 3.43275 2.53274 -1.41610
H 0.09929 3.28902 -2.03597
C 2.32228 2.35787 0.94772
H 2.67345 3.37060 0.69316
C -1.59353 -3.40528 1.02048
H -1.38296 -3.97287 1.94223
H -2.58396 -3.71658 0.65874
H -1.62958 -2.33488 1.28206
C -0.52913 -5.20057 -0.38932
H -1.50036 -5.50216 -0.80152
H -0.36451 -5.78543 0.52873
H 0.25949 -5.48074 -1.09612
C -2.38818 -4.01087 -2.99242
H -1.54692 -4.44056 -3.54668
H -3.21015 -3.87773 -3.71378
H -2.73055 -4.73863 -2.24502
C -3.32037 -2.17291 -1.57736
H -4.18972 -2.16681 -2.25577
H -3.18898 -1.15757 -1.17400
H -3.55504 -2.85259 -0.74848
C 0.66560 -2.59786 -3.96543
H -0.30559 -2.59608 -4.47321
H 1.41341 -3.05616 -4.62603
H 0.89419 -1.53436 -3.84115
C 2.08705 -3.43832 -2.02193
H 2.56334 -2.46163 -1.85295
H 2.72615 -4.00540 -2.71505
H 2.07822 -3.96872 -1.06047
C 1.24100 4.70681 -0.87127
H 2.21716 4.60090 -1.36092
H 1.39832 4.99571 0.17827
H 0.71371 5.53968 -1.36229
C -0.94588 3.65631 -0.20692
H -0.78082 3.71881 0.87941
C 3.11669 0.42167 -1.84553
H -1.66465 2.84343 -0.40330
H -1.41098 4.60444 -0.53089
C 2.19538 2.39846 -3.18132
H 2.22429 -0.28583 -1.80939
H 3.64445 0.24781 -2.78438
H 3.76490 0.15306 -1.00242
C 2.63750 1.87262 -1.80478
H 2.95119 2.10824 -3.92005
H 2.12064 3.49160 -3.19191
H 1.23524 1.98541 -3.52303
C 3.53744 1.45763 1.16199
H 3.23742 0.41797 1.35798
H 4.08560 1.82476 2.04035
H 4.23477 1.47908 0.32023
C 1.48435 2.41680 2.22449
H 1.09918 1.41960 2.49330
H 0.63388 3.10697 2.15394
H 2.12484 2.76181 3.05216
H 2.50518 -0.68177 -4.13171
H 2.47435 -1.22628 -3.58170
C -3.38915 2.54218 2.19348
N -2.41877 1.68090 2.84918
C -1.62018 0.74484 2.27180
Se -1.64435 0.30431 0.38576
N -0.89647 0.17060 3.27895
C -1.20172 0.79011 4.49432
C -0.62965 0.68586 5.76721
C -1.07632 1.58247 6.74314
C -2.03822 2.55828 6.44855
C -2.60586 2.66171 5.17203
C -2.15834 1.74250 4.23305
H -4.28307 2.59772 2.82011
H -3.63719 2.12049 1.21339
H -2.99976 3.56131 2.07569
H -0.21252 -0.57986 3.14863
H 0.11839 -0.07136 5.94440
H -0.67038 1.53706 7.75340
H -2.34733 3.24605 7.22731
H -3.35596 3.41084 4.90899
*
```

<S²>: 3.79
Gap between HOMO and LUMO (alpha / beta), eV: 7.154 / 4.363

Atom charges from the Löwdin analysis, given in e for atoms 1 to 5:
1. Re 0.61
2. C -0.26
3. O 0.19
4. C -0.30
5. O 0.13

---

Entry 4:
Here is 8 unconnected molecules or ions with the total composition C28H53ClNO31S7 from the Open Molecules 2025 dataset. Energies are from the ωB97M-V functional and the def2-TZVPD basis.

ORCA input file:
```
! wB97M-V def2-TZVPD RIJCOSX def2/J DEFGRID3
* xyz 0 2
C -3.47585 -0.33204 1.16601
C -3.43332 -1.54052 0.22133
O -2.19948 -1.69738 -0.45914
C -1.30770 -2.58546 0.18933
C 0.16300 -2.18272 -0.00983
C 0.96778 -3.01220 1.03749
C 0.73835 -2.61824 2.47518
O -0.03652 -3.17454 3.13806
Cl 1.67389 -1.29287 3.25478
C 0.62214 -2.62156 -1.41815
C 1.82534 -1.86720 -2.00983
C 3.18893 -2.33183 -1.46121
C 1.85365 -2.21599 -3.51787
N 1.78255 -0.37532 -1.86959
O 1.92617 0.27047 -2.96500
C 0.63964 0.13349 -1.08590
C 1.03123 1.56410 -0.61711
C -0.62757 0.34762 -1.94507
C 0.38201 -0.65090 0.19772
H -3.86155 -0.56729 2.15832
H -4.09305 0.48025 0.78160
H -2.47358 0.07820 1.30817
H -4.18357 -1.36621 -0.55482
H -3.74674 -2.46919 0.70905
H -1.45371 -3.59196 -0.23705
H -1.58243 -2.64928 1.24842
H 2.02276 -3.05643 0.76639
H 0.59792 -4.03761 0.95411
H 0.93966 -3.66755 -1.33102
H -0.19786 -2.63217 -2.13704
H 3.98875 -1.91158 -2.06867
H 3.25312 -3.41992 -1.40139
H 3.35963 -1.93215 -0.45480
H 2.77012 -1.89969 -4.00412
H 0.95146 -1.85815 -4.01392
H 1.79938 -3.31084 -3.56484
H 0.12040 2.01666 -0.21123
H 1.35536 2.18196 -1.45013
H 1.74990 1.53215 0.20439
H -0.46122 1.12606 -2.68715
H -1.46186 0.55966 -1.28642
H -0.81367 -0.56759 -2.51137
H -0.42907 -0.21978 0.78076
H 1.28704 -0.54955 0.80371
C 4.62806 4.11330 -4.16140
C 3.31012 3.54102 -3.70444
O 2.73393 4.56870 -2.88310
S 3.17962 6.00575 -3.44345
O 2.14169 6.52178 -4.26218
O 3.72959 6.75225 -2.37090
O 4.36857 5.50638 -4.40057
H 5.38426 4.03723 -3.37839
H 4.99272 3.63048 -5.06381
H 3.42982 2.61839 -3.14164
H 2.64160 3.36598 -4.55063
C 3.37247 -4.66831 5.26350
C 2.10612 -5.19017 4.61664
O 2.42387 -6.53570 4.24456
S 3.45720 -7.15799 5.30698
O 2.73385 -7.92408 6.25354
O 4.56335 -7.68388 4.59736
O 3.88970 -5.77633 6.00592
H 4.11367 -4.38246 4.51349
H 3.18393 -3.82532 5.92368
H 1.80486 -4.60695 3.75618
H 1.28231 -5.21734 5.33376
C 2.98564 1.80727 -7.95707
C 3.71854 0.85507 -8.87832
O 5.05079 0.79954 -8.35199
S 5.00148 0.96578 -6.75692
O 5.04916 -0.31863 -6.16377
O 5.89410 2.01052 -6.39074
O 3.49538 1.51354 -6.65012
H 3.22028 2.84792 -8.19093
H 1.90835 1.66486 -7.98244
H 3.73141 1.19795 -9.90926
H 3.29262 -0.14975 -8.83416
C -1.29225 -0.08882 6.35768
C -0.29011 0.79580 5.65048
O -1.05077 1.47103 4.64096
S -2.54391 1.71095 5.17276
O -2.64164 3.02998 5.68104
O -3.45495 1.20557 4.20917
O -2.49129 0.69624 6.41524
H -1.50059 -0.99338 5.78170
H -0.97134 -0.36416 7.35897
H 0.52095 0.22780 5.20391
H 0.12137 1.54980 6.32554
C -7.15162 1.79939 4.71945
C -6.90716 3.25708 4.39837
O -7.66158 3.49949 3.20370
S -8.97664 2.58124 3.21398
O -10.07246 3.34863 3.67667
O -9.02386 1.86432 1.98953
O -8.53018 1.58100 4.38744
H -6.53882 1.14842 4.09266
H -6.97009 1.57077 5.76634
H -5.85520 3.47783 4.23720
H -7.29819 3.90660 5.18473
C 8.16412 3.90998 0.46110
C 8.65796 3.17950 -0.76954
O 7.88233 1.97530 -0.80691
S 6.42009 2.26336 -0.21012
O 5.52688 2.50152 -1.28470
O 6.14824 1.30254 0.79401
O 6.75230 3.67131 0.48426
H 8.59737 3.49315 1.37282
H 8.36548 4.97735 0.41967
H 9.71832 2.94715 -0.72136
H 8.45100 3.74715 -1.67969
C -9.27513 -0.82144 0.03923
C -9.80825 -0.21637 -1.23990
O -9.64105 -1.24809 -2.22200
S -9.81992 -2.68405 -1.52459
O -11.14638 -3.13502 -1.73728
O -8.69339 -3.48003 -1.84932
O -9.69411 -2.19288 -0.00131
H -8.18349 -0.79766 0.06553
H -9.66848 -0.32992 0.92413
H -9.27025 0.68059 -1.53355
H -10.87383 0.00925 -1.15953
*
```

<S²>: 0.75
ΔE to the lowest compared entry with this formula, charge and spin, kcal per mole: 13.3
Gap between HOMO and LUMO (alpha / beta), eV: 8.586 / 9.634

Atom charges from the Löwdin analysis, given in e for atoms 1 to 5:
1. C -0.06
2. C -0.24
3. O -0.15
4. C -0.16
5. C -0.35